Entry 1:
{"formula": "C3H12NO3", "method": "ωB97M-V with the def2-TZVPD basis set", "e_tot_ev": -10937.3654, "relative_energy_kcal_mol": 47.0, "charge": -1, "homo_ev": -4.534, "max_force_ha_per_bohr": 0.1350, "elements": ["O", "O", "O", "N", "C", "C", "C", "H", "H", "H", "H", "H", "H", "H", "H", "H", "H", "H", "H"], "positions_angstrom": [[0.899, -1.016, 0.609], [0.028, 0.519, 2.676], [-1.443, -1.281, 1.263], [-1.451, 0.577, -0.502], [1.372, 0.072, -0.081], [0.894, 0.082, -1.559], [-0.499, 0.681, -1.650], [-0.815, 0.065, 2.219], [-0.510, 1.827, -1.727], [-1.726, -0.356, -0.259], [0.818, -1.032, -1.704], [0.643, -0.102, 2.281], [2.448, -0.149, 0.056], [-1.124, 1.196, 0.206], [-0.881, 0.231, -2.679], [1.250, 0.990, 0.561], [1.600, 0.760, -2.046], [-1.240, -2.065, 1.571], [-0.264, -0.997, 0.764]], "forces_ev_per_angstrom": [[-2.2, -0.8, 0.4], [-2.6, -0.5, -0.6], [-1.6, 5.9, -2.4], [0.3, 0.3, -3.4], [1.6, -0.1, 1.1], [0.0, 0.0, 3.0], [-1.9, 1.2, -1.2], [1.8, 0.9, 1.4], [0.7, -1.5, -0.7], [0.2, 0.0, 0.8], [0.7, 1.2, -0.9], [0.7, -0.3, -0.2], [0.4, 0.8, -1.2], [0.1, -0.3, 0.9], [-0.1, 1.1, 2.0], [-0.4, -0.1, -1.1], [0.1, -0.8, -1.0], [1.4, -6.3, 2.7], [0.9, -0.7, 0.3]]}

Entry 2:
{"formula": "C3H12NO3", "method": "ωB97M-V with the def2-TZVPD basis set", "e_tot_ev": -10937.4630, "relative_energy_kcal_mol": 44.7, "charge": -1, "homo_ev": -3.395, "max_force_ha_per_bohr": 0.1091, "elements": ["O", "O", "O", "N", "C", "C", "C", "H", "H", "H", "H", "H", "H", "H", "H", "H", "H", "H", "H"], "positions_angstrom": [[-0.332, -0.827, -3.012], [1.543, -2.872, -1.018], [-0.202, -0.588, -0.586], [0.948, 0.665, 2.058], [0.420, 0.546, -0.433], [-1.503, 1.194, 1.100], [0.053, 1.211, 1.019], [1.035, -0.291, 2.127], [1.331, -1.937, -0.889], [-1.992, 0.299, 0.589], [-0.055, 1.386, -1.034], [-2.010, 1.148, 2.083], [-0.693, -0.727, -2.001], [1.430, 0.465, -0.556], [0.352, -1.404, -3.190], [-1.876, 2.051, 0.631], [0.225, 2.229, 0.990], [0.580, 0.899, 2.940], [0.746, -3.446, -0.819]], "forces_ev_per_angstrom": [[-3.9, 2.6, 0.0], [-0.3, -1.9, 0.1], [-1.2, -2.8, 0.0], [-0.5, 2.4, -0.5], [-4.0, 3.3, 2.1], [-0.5, -3.1, 0.9], [-0.2, -2.6, -1.1], [0.0, -2.7, -0.8], [-1.3, 0.1, 0.2], [1.1, 0.9, 0.3], [0.9, -0.4, -0.5], [0.7, 0.3, 0.1], [2.4, -0.7, -1.1], [3.2, 0.5, -0.3], [2.0, -1.9, 0.4], [-0.5, 1.5, -0.9], [1.1, 2.3, -0.1], [-0.4, 0.7, 1.5], [1.3, 1.9, -0.3]]}

Entry 3:
{"formula": "C3H12NO3", "method": "ωB97M-V with the def2-TZVPD basis set", "e_tot_ev": -10938.6976, "relative_energy_kcal_mol": 16.3, "charge": -1, "homo_ev": -4.084, "max_force_ha_per_bohr": 0.0327, "elements": ["O", "O", "O", "N", "C", "C", "C", "H", "H", "H", "H", "H", "H", "H", "H", "H", "H", "H", "H"], "positions_angstrom": [[-0.216, -1.345, -3.075], [0.194, -1.244, -0.560], [-0.591, -2.439, 1.727], [0.953, 1.089, -0.560], [-0.949, 1.100, 1.189], [1.183, -0.361, -0.240], [0.092, 1.845, 0.342], [-0.969, -0.732, -3.081], [-0.627, -1.863, 0.928], [-1.800, 1.728, 1.417], [0.332, -2.575, 1.932], [0.740, 2.421, 1.017], [-0.082, -1.162, -2.059], [2.070, -0.603, -0.852], [-0.527, 0.761, 2.136], [0.495, 0.991, -1.457], [-1.231, 0.212, 0.624], [1.360, -0.406, 0.855], [-0.424, 2.582, -0.283]], "forces_ev_per_angstrom": [[-0.8, 1.3, 0.8], [-0.6, 0.8, 0.0], [-0.9, -0.1, 0.6], [-0.3, -0.9, -0.1], [0.6, -0.5, -0.3], [-0.1, -0.1, 0.1], [0.1, 0.6, 0.1], [0.0, -0.3, -0.9], [0.8, -0.3, -0.4], [-0.3, 0.2, 0.0], [0.2, 0.1, -0.3], [-0.1, 0.0, 0.0], [0.8, -1.4, 0.0], [0.4, 0.0, 0.5], [0.0, -0.1, 0.0], [-0.1, 0.4, -0.2], [-0.4, 0.1, 0.2], [0.6, 0.1, -0.2], [0.0, 0.1, 0.1]]}

Entry 4:
{"formula": "C3H12NO3", "method": "ωB97M-V with the def2-TZVPD basis set", "e_tot_ev": -10933.9058, "relative_energy_kcal_mol": 36.0, "charge": 0, "homo_ev": [-10.438, -10.042], "max_force_ha_per_bohr": 0.0973, "multiplicity": 2, "elements": ["O", "O", "O", "N", "C", "C", "C", "H", "H", "H", "H", "H", "H", "H", "H", "H", "H", "H", "H"], "positions_angstrom": [[-1.977, 2.842, 1.108], [-1.541, 0.606, -0.436], [-2.582, -1.588, 0.015], [0.955, 0.495, -0.656], [-0.437, 0.724, -1.255], [2.620, -1.192, 0.510], [1.144, -0.756, 0.080], [0.886, -1.666, -0.679], [-3.456, -1.111, 0.019], [-1.482, 2.545, 1.937], [-1.764, 1.967, 0.495], [1.194, 1.294, -0.046], [-0.172, 1.664, -1.530], [3.169, -1.459, -0.365], [2.510, -2.013, 1.196], [-0.425, -0.033, -2.045], [-2.014, -0.837, -0.146], [0.310, -1.097, 0.745], [3.062, -0.385, 1.053]], "forces_ev_per_angstrom": [[2.1, -3.8, -0.3], [1.9, 0.8, -0.5], [-2.2, -0.2, 0.1], [-0.7, -0.6, 2.0], [1.8, -2.4, 1.0], [-2.7, 1.4, 0.1], [-0.5, -4.5, -2.2], [0.6, 2.2, 0.8], [1.0, -1.1, 0.1], [-1.1, 0.9, -1.4], [-1.2, 3.1, 1.8], [-0.3, -0.5, -0.3], [-0.8, 3.2, -1.8], [0.5, -0.1, -0.4], [0.1, -0.5, 0.1], [-0.7, 0.1, -0.1], [0.6, 0.1, 0.1], [0.9, 1.2, 0.5], [0.7, 0.5, 0.3]]}

Entry 5:
{"formula": "C3H12NO3", "method": "ωB97M-V with the def2-TZVPD basis set", "e_tot_ev": -10931.1376, "relative_energy_kcal_mol": 23.3, "charge": 1, "homo_ev": -13.945, "max_force_ha_per_bohr": 0.0688, "elements": ["O", "O", "O", "N", "C", "C", "C", "H", "H", "H", "H", "H", "H", "H", "H", "H", "H", "H", "H"], "positions_angstrom": [[-0.312, -0.292, -2.023], [0.691, -1.875, 0.974], [1.823, 1.313, -2.215], [0.573, 0.652, 0.383], [-1.145, -0.367, -1.160], [-0.872, 0.496, 0.092], [-1.588, -0.150, 1.306], [-1.351, -1.188, 1.488], [-2.659, -0.027, 1.536], [0.665, 1.124, 1.305], [-1.168, 0.245, 2.264], [0.969, 1.225, -0.372], [1.227, -0.161, 0.420], [0.963, -2.128, 1.867], [2.734, 1.424, -1.917], [-1.285, 1.495, -0.043], [0.996, -2.628, 0.435], [1.780, 1.784, -3.054], [-2.042, -0.942, -1.286]], "forces_ev_per_angstrom": [[-0.4, -0.8, -0.2], [0.8, -1.0, -0.1], [0.4, 0.2, 0.6], [1.2, 1.1, 0.0], [2.2, 1.8, -0.3], [-2.5, -2.1, 1.5], [0.5, 0.5, 2.4], [-0.1, -0.4, -0.8], [0.3, 0.3, -1.2], [0.0, -0.1, -0.8], [0.0, 0.3, -0.6], [0.1, 0.4, -0.2], [-1.5, -0.3, 0.0], [-0.1, 0.0, 0.0], [0.1, 0.1, -0.3], [0.2, 0.1, -0.3], [-0.2, 0.3, 0.1], [-0.1, 0.0, 0.0], [-0.9, -0.4, 0.4]]}

Entry 6:
{"formula": "C3H12NO3", "method": "ωB97M-V with the def2-TZVPD basis set", "e_tot_ev": -10931.7852, "relative_energy_kcal_mol": 8.3, "charge": 1, "homo_ev": -14.234, "max_force_ha_per_bohr": 0.0272, "elements": ["O", "O", "O", "N", "C", "C", "C", "H", "H", "H", "H", "H", "H", "H", "H", "H", "H", "H", "H"], "positions_angstrom": [[-0.667, -0.389, 1.919], [1.086, -1.417, -1.995], [-0.823, -2.076, -0.223], [1.154, 1.339, -1.251], [-0.788, 0.799, 1.984], [-0.266, 1.644, 0.832], [0.049, 0.817, -0.388], [1.989, 1.604, -0.726], [0.781, 2.056, -1.862], [-0.677, -1.921, 0.730], [0.627, 2.146, 1.186], [-1.263, -2.930, -0.245], [-1.184, 1.375, 2.832], [1.519, 0.511, -1.740], [0.420, -1.917, -1.492], [1.353, -1.967, -2.731], [-1.031, 2.375, 0.598], [-0.773, 0.687, -1.087], [0.325, -0.190, -0.107]], "forces_ev_per_angstrom": [[-0.5, -0.5, 1.0], [0.3, 0.4, -0.2], [-0.1, -0.4, 0.6], [0.6, -0.8, 0.7], [0.9, 0.4, -1.0], [-0.5, 0.2, -0.3], [-0.2, -0.7, -0.1], [-0.3, 0.8, 0.1], [0.6, 0.3, -0.3], [0.0, 0.1, -0.5], [0.2, 0.4, 0.2], [-0.2, -0.2, -0.2], [-0.2, -0.4, 0.2], [-0.6, -0.3, -0.8], [-0.1, 0.1, 0.2], [0.1, -0.1, -0.2], [0.0, 0.5, 0.1], [-0.3, 0.1, 0.3], [0.2, 0.1, 0.1]]}

Entry 7:
{"formula": "C3H12NO3", "method": "ωB97M-V with the def2-TZVPD basis set", "e_tot_ev": -10931.5253, "relative_energy_kcal_mol": 14.3, "charge": 1, "homo_ev": -13.922, "max_force_ha_per_bohr": 0.0405, "elements": ["O", "O", "O", "N", "C", "C", "C", "H", "H", "H", "H", "H", "H", "H", "H", "H", "H", "H", "H"], "positions_angstrom": [[-0.269, -0.698, -2.161], [-0.705, 1.517, 0.383], [-2.622, 0.624, -2.117], [1.491, -0.908, -0.203], [-0.468, 1.232, 1.521], [0.265, -0.042, 1.871], [1.633, -0.253, 1.188], [-0.343, -0.945, 1.832], [-2.865, 1.494, -2.491], [0.599, 0.033, 2.909], [1.514, -1.884, 0.033], [-0.229, -0.378, -3.071], [2.217, 0.632, 1.047], [-0.755, 1.851, 2.384], [0.602, -0.699, -0.717], [-1.181, -0.368, -2.013], [2.069, -0.999, 1.827], [-3.206, 0.460, -1.372], [2.252, -0.666, -0.851]], "forces_ev_per_angstrom": [[-0.8, 0.2, -0.4], [-0.1, 0.3, -0.3], [-0.2, 0.5, -0.3], [0.2, 0.7, 1.2], [0.0, -0.7, 0.0], [1.4, 0.4, 0.7], [-1.7, -0.6, -1.0], [-0.2, 0.1, -0.2], [0.2, -0.7, 0.4], [-0.5, 0.0, 0.2], [0.0, -0.8, -0.7], [0.8, -0.2, -0.2], [0.3, 0.5, 0.3], [-0.2, 0.2, -0.1], [0.2, 0.2, -0.3], [0.0, 0.0, 0.5], [1.0, -0.1, -0.1], [-0.2, 0.2, 0.0], [-0.2, -0.2, 0.4]]}

Entry 8:
{"formula": "C3H12NO3S", "method": "ωB97M-V with the def2-TZVPD basis set", "e_tot_ev": -21764.9363, "relative_energy_kcal_mol": 43.1, "charge": 1, "homo_ev": -13.123, "max_force_ha_per_bohr": 0.1115, "elements": ["S", "O", "O", "O", "N", "C", "C", "C", "H", "H", "H", "H", "H", "H", "H", "H", "H", "H", "H", "H"], "positions_angstrom": [[-0.330, 2.201, -2.112], [-2.455, -1.637, -0.291], [2.800, 1.106, -0.949], [1.230, -1.976, 2.666], [0.597, -0.718, -0.290], [-0.782, 1.288, -0.461], [0.512, 0.779, -0.004], [1.815, 1.716, -0.651], [-1.540, 2.043, -2.674], [0.819, 0.987, 1.109], [0.820, -1.278, 0.643], [1.866, -2.599, 2.961], [-3.020, -2.200, 0.200], [-0.912, 2.090, 0.350], [-0.190, -1.112, -0.736], [1.823, 2.768, -0.503], [1.302, -0.923, -1.113], [-3.088, -1.020, -0.593], [0.384, -2.266, 3.059], [-1.651, 0.752, -0.613]], "forces_ev_per_angstrom": [[-1.4, -0.9, 0.9], [1.5, 0.1, -0.1], [-0.5, 0.3, -0.4], [-1.8, 0.9, -0.6], [4.2, -0.5, 0.3], [1.7, 5.5, 0.5], [2.6, 0.1, 1.0], [0.0, -4.3, 1.2], [0.1, 0.1, -0.1], [-1.2, -1.0, -1.8], [-0.2, 1.0, -2.2], [1.0, -0.9, 0.4], [-0.5, -1.4, 1.0], [-0.9, -0.8, -1.5], [-2.2, -0.3, 0.0], [-0.6, 1.3, 0.1], [-0.5, 0.6, 2.4], [-0.9, 1.3, -0.9], [0.6, 0.2, -0.2], [-1.3, -1.5, 0.1]]}

Entry 9:
{"formula": "C3H12NO4", "method": "ωB97M-V with the def2-TZVPD basis set", "e_tot_ev": -12985.0544, "relative_energy_kcal_mol": 42.5, "charge": -1, "homo_ev": -3.535, "max_force_ha_per_bohr": 0.0881, "elements": ["O", "O", "O", "O", "N", "C", "C", "C", "H", "H", "H", "H", "H", "H", "H", "H", "H", "H", "H", "H"], "positions_angstrom": [[0.112, 0.670, 1.064], [-0.043, -3.268, 0.182], [-1.975, 2.213, 0.585], [0.080, 3.410, 1.606], [0.624, -1.393, -1.850], [-0.274, -1.854, 0.353], [0.732, 0.433, -0.097], [0.871, -1.143, -0.362], [-0.801, 3.098, 1.284], [0.693, 2.681, 1.628], [1.245, -0.825, -2.433], [-0.326, -1.726, 1.464], [1.871, -1.499, -0.173], [-0.218, -3.463, -0.775], [-1.373, 1.340, 0.759], [-0.278, -1.166, -2.231], [-1.211, -1.326, 0.221], [-1.802, 2.158, -0.366], [1.853, 0.631, -0.012], [0.221, 1.031, -0.847]], "forces_ev_per_angstrom": [[-1.0, 0.2, 1.1], [-1.8, -0.2, -1.6], [0.3, -2.4, -0.8], [-0.1, 1.8, 0.4], [1.4, -0.6, -0.2], [2.1, -0.3, 2.4], [1.9, -1.7, 1.8], [-3.2, 2.2, -2.4], [1.0, -0.3, 0.1], [-0.4, -0.9, -0.2], [0.1, -0.3, 0.5], [1.1, 0.0, -0.8], [0.1, -0.3, 0.4], [0.5, 0.3, 1.2], [0.1, 1.4, 0.9], [-0.7, 0.3, 0.7], [-0.8, -0.7, -1.5], [-0.4, 0.7, -0.1], [-0.6, 1.0, -0.6], [0.3, -0.3, -1.4]]}

Entry 10:
{"formula": "C3H12NOS", "method": "ωB97M-V with the def2-TZVPD basis set", "e_tot_ev": -17675.3152, "relative_energy_kcal_mol": 4.2, "charge": 0, "homo_ev": [-3.351, -9.566], "max_force_ha_per_bohr": 0.0206, "multiplicity": 2, "elements": ["S", "O", "N", "C", "C", "C", "H", "H", "H", "H", "H", "H", "H", "H", "H", "H", "H", "H"], "positions_angstrom": [[-0.005, 1.709, 0.635], [0.567, 1.045, -2.468], [0.948, -1.241, 1.193], [-0.761, -2.348, -0.180], [-0.951, 0.158, 0.267], [-0.045, -1.042, 0.072], [-1.496, -2.219, -0.977], [-1.223, -2.757, 0.721], [0.267, 1.975, -2.567], [1.424, -0.354, 1.471], [1.800, -1.784, 0.880], [-0.846, 2.215, 1.526], [-1.725, 0.019, 1.018], [-1.465, 0.296, -0.685], [0.498, -1.755, 1.983], [0.595, -0.869, -0.794], [-0.100, -3.148, -0.521], [1.498, 1.099, -2.700]], "forces_ev_per_angstrom": [[0.0, -0.5, -0.5], [-0.3, 0.9, -0.2], [0.0, 0.3, -0.3], [-0.3, -0.6, 0.0], [0.0, 0.5, -0.2], [1.0, -0.2, -0.1], [-0.2, 0.1, 0.1], [-0.3, 0.3, -0.1], [0.1, -0.9, 0.2], [-0.6, 0.0, 0.4], [0.0, -0.6, -0.2], [-0.3, 0.0, 0.3], [0.2, -0.1, 0.2], [0.0, 0.1, 0.0], [0.3, 0.3, 0.3], [-0.1, 0.4, 0.0], [0.3, 0.3, 0.0], [0.2, -0.2, 0.0]]}

Entry 11:
{"formula": "C3H12NOS", "method": "ωB97M-V with the def2-TZVPD basis set", "e_tot_ev": -17671.7532, "relative_energy_kcal_mol": 16.1, "charge": 1, "homo_ev": -12.173, "max_force_ha_per_bohr": 0.0416, "elements": ["S", "O", "N", "C", "C", "C", "H", "H", "H", "H", "H", "H", "H", "H", "H", "H", "H", "H"], "positions_angstrom": [[2.375, -0.640, -2.349], [0.536, -0.447, 3.172], [-1.364, 0.341, 1.218], [0.303, 0.038, -0.692], [0.645, -0.035, -2.203], [-1.176, 0.320, -0.357], [-1.757, -0.561, -0.626], [0.481, -0.947, -0.219], [-1.605, 1.289, 1.524], [0.902, 0.914, -0.334], [1.096, -1.238, 3.154], [0.496, -0.381, 4.138], [0.004, -0.778, -2.682], [-0.424, 0.105, 1.642], [-2.184, -0.226, 1.439], [0.534, 0.927, -2.718], [2.782, 0.094, -3.365], [-1.645, 1.226, -0.740]], "forces_ev_per_angstrom": [[-0.3, -0.3, 0.7], [0.5, -0.8, 0.7], [0.9, 1.0, -1.7], [-0.3, 1.3, -0.2], [-0.3, -0.5, 0.1], [-0.2, -0.8, 0.7], [-0.2, 0.3, -0.4], [0.7, 0.7, -0.1], [0.2, -0.1, 0.0], [-0.1, -1.2, 0.4], [0.0, 0.1, -0.7], [-0.5, 0.7, -0.1], [0.0, 0.2, -0.1], [-1.4, -0.4, 0.5], [0.7, -0.4, 0.5], [0.0, -0.3, 0.3], [0.0, 0.4, -0.5], [0.3, -0.1, -0.1]]}

Entry 12:
{"formula": "C3H12NP2", "method": "ωB97M-V with the def2-TZVPD basis set", "e_tot_ev": -23363.9046, "smiles": "C[N+](C)(P)CP", "relative_energy_kcal_mol": 11.9, "charge": 1, "homo_ev": -13.964, "max_force_ha_per_bohr": 0.0986, "elements": ["P", "P", "N", "C", "C", "C", "H", "H", "H", "H", "H", "H", "H", "H", "H", "H", "H", "H"], "positions_angstrom": [[-0.001, -2.279, -1.306], [-1.125, 0.888, 1.729], [-0.151, 0.361, 0.203], [1.249, 0.719, 0.147], [-0.263, -1.212, 0.351], [-0.987, 0.825, -1.006], [-1.268, -1.419, 0.730], [1.668, -0.041, -0.451], [0.402, -1.541, 1.112], [0.520, -1.178, -1.985], [1.545, 0.756, 1.149], [-0.538, 2.078, 1.898], [1.277, -2.863, -1.027], [-0.915, 1.812, -1.125], [0.047, 0.303, 2.434], [-0.735, 0.316, -1.821], [-2.019, 0.692, -0.724], [1.293, 1.784, -0.307]], "forces_ev_per_angstrom": [[-0.2, 0.4, 1.2], [1.5, -2.4, 0.3], [-3.1, -1.5, -0.3], [-1.0, 3.0, -1.4], [-0.7, 0.3, -1.7], [-1.0, -1.8, 4.6], [0.0, 0.1, -0.3], [1.3, -0.4, -0.7], [0.8, 0.1, 0.6], [0.3, 0.1, -0.4], [1.3, -0.1, 1.2], [0.7, 2.0, -0.2], [-0.3, 0.4, 0.2], [1.0, 4.0, -0.4], [-1.5, 0.4, 0.1], [1.0, -2.0, -3.3], [-0.4, -0.6, -0.2], [0.4, -1.9, 0.7]]}

Entry 13:
{"formula": "C3H12NS", "method": "ωB97M-V with the def2-TZVPD basis set", "e_tot_ev": -15624.0490, "relative_energy_kcal_mol": 12.4, "charge": 1, "homo_ev": -13.532, "max_force_ha_per_bohr": 0.0447, "elements": ["S", "N", "C", "C", "C", "H", "H", "H", "H", "H", "H", "H", "H", "H", "H", "H", "H"], "positions_angstrom": [[-2.077, 0.012, -0.190], [0.374, -1.788, 0.288], [-0.029, 1.951, -0.463], [1.674, -1.583, -0.336], [-1.366, 1.631, 0.201], [-1.320, 1.653, 1.290], [-0.096, 1.801, -1.540], [-2.122, -0.339, 1.081], [0.281, 2.948, -0.233], [1.498, -1.180, -1.311], [-0.129, -0.848, 0.272], [-2.142, 2.450, 0.014], [2.225, -2.499, -0.309], [0.439, -2.081, 1.257], [2.224, -0.897, 0.274], [0.769, 1.258, -0.096], [-0.202, -2.489, -0.197]], "forces_ev_per_angstrom": [[0.0, 0.2, -0.5], [-0.8, 0.5, 0.4], [0.0, -1.6, 0.2], [0.6, -0.2, 0.3], [-1.0, 2.0, 0.4], [0.4, 0.0, 0.0], [0.0, 0.2, 0.0], [-0.4, -0.4, 0.5], [0.2, 0.6, 0.0], [0.2, 0.0, -0.6], [-0.4, -1.2, -0.2], [1.0, -1.2, -0.3], [0.3, -0.6, -0.5], [0.1, -0.1, 0.2], [0.3, 0.6, 0.2], [-0.5, 0.5, -0.2], [0.1, 0.5, 0.0]]}